The following is a quantum chemistry calculation of a cluster of 12 separate species, C54H71IN12O in total, from OMol25.

```
! wB97M-V def2-TZVPD RIJCOSX def2/J DEFGRID3
* xyz 0 1
C 2.34 -2.89 0.71
C 1.73 -3.46 -0.39
C 0.27 -3.44 -0.67
C -0.19 -2.23 -1.56
N 0.93 -1.22 -1.52
C 0.66 -0.37 -0.41
O 1.32 0.59 -0.07
C -0.64 -0.85 0.25
C -1.34 -1.36 -1.00
C -2.75 -1.91 -0.96
C -3.06 -2.94 0.13
C -4.59 -3.03 0.31
I -5.57 -3.70 -1.47
H 3.03 -2.06 0.54
H 2.27 -3.25 1.73
H 2.35 -4.00 -1.10
H -0.30 -3.51 0.26
H 0.03 -4.34 -1.25
H -0.44 -2.59 -2.55
H 0.80 -0.68 -2.38
H -1.09 -0.04 0.82
H -0.42 -1.60 1.01
H -1.33 -0.47 -1.64
H -2.98 -2.29 -1.95
H -3.41 -1.06 -0.79
H -2.70 -2.59 1.10
H -2.70 -3.94 -0.10
H -5.00 -2.07 0.60
H -4.79 -3.75 1.10
C 4.88 0.62 -0.54
C 5.62 0.27 -1.70
C 6.92 0.06 -1.31
N 6.98 0.27 0.04
C 5.75 0.60 0.51
H 3.83 0.85 -0.49
H 5.25 0.18 -2.71
H 7.79 -0.22 -1.87
H 7.81 0.19 0.60
H 5.59 0.81 1.56
C 1.02 5.26 -0.38
C 1.33 3.87 -0.44
C 2.46 3.75 -1.21
N 2.84 5.00 -1.62
C 1.97 5.93 -1.11
H 0.20 5.71 0.15
H 0.80 3.06 0.02
H 3.02 2.88 -1.51
H 3.63 5.20 -2.20
H 2.10 6.98 -1.31
C -1.78 3.76 -5.29
C -1.88 5.13 -4.96
C -0.89 5.40 -4.05
N -0.21 4.25 -3.81
C -0.74 3.24 -4.57
H -2.40 3.21 -5.99
H -2.58 5.85 -5.35
H -0.62 6.32 -3.55
H 0.56 4.15 -3.17
H -0.33 2.24 -4.52
C 8.44 3.07 1.50
C 8.34 4.45 1.83
C 9.32 4.71 2.75
N 10.01 3.55 2.98
C 9.48 2.55 2.22
H 7.82 2.53 0.81
H 7.63 5.16 1.44
H 9.59 5.63 3.25
H 10.78 3.46 3.61
H 9.89 1.55 2.27
C -2.02 0.49 5.37
C -2.74 1.63 4.91
C -2.17 2.04 3.73
N -1.13 1.19 3.47
C -1.03 0.25 4.45
H -2.20 -0.08 6.26
H -3.59 2.09 5.39
H -2.42 2.85 3.07
H -0.53 1.26 2.67
H -0.26 -0.50 4.41
C -5.64 -1.13 -6.63
C -6.67 -2.10 -6.53
C -6.37 -2.89 -5.44
N -5.21 -2.43 -4.89
C -4.76 -1.35 -5.61
H -5.56 -0.35 -7.38
H -7.52 -2.22 -7.17
H -6.89 -3.73 -5.02
H -4.76 -2.82 -4.09
H -3.85 -0.84 -5.33
C -4.48 -6.86 2.46
C -3.64 -7.31 3.51
C -2.39 -7.49 2.98
N -2.44 -7.17 1.65
C -3.71 -6.78 1.32
H -5.53 -6.62 2.52
H -3.91 -7.47 4.54
H -1.46 -7.81 3.43
H -1.67 -7.21 1.02
H -3.96 -6.48 0.32
C 2.18 2.24 8.48
C 0.79 2.22 8.81
C 0.10 2.07 7.64
N 1.00 2.00 6.62
C 2.27 2.10 7.12
H 3.00 2.34 9.16
H 0.36 2.30 9.79
H -0.96 2.00 7.44
H 0.77 1.89 5.65
H 3.13 2.06 6.47
C -2.71 9.02 -3.20
C -4.10 9.05 -2.87
C -4.80 8.90 -4.04
N -3.89 8.78 -5.06
C -2.62 8.85 -4.55
H -1.89 9.10 -2.51
H -4.53 9.16 -1.89
H -5.85 8.86 -4.23
H -4.12 8.67 -6.02
H -1.76 8.77 -5.20
C 0.41 -4.76 3.93
C 0.25 -3.39 4.29
C 1.21 -3.10 5.22
N 1.94 -4.24 5.43
C 1.47 -5.25 4.65
H -0.18 -5.31 3.22
H -0.49 -2.71 3.92
H 1.43 -2.19 5.75
H 2.71 -4.31 6.07
H 1.92 -6.22 4.67
C -1.03 -4.59 -5.22
C -0.06 -5.63 -5.06
C -0.55 -6.49 -4.11
N -1.76 -6.02 -3.69
C -2.06 -4.86 -4.36
H -0.97 -3.75 -5.88
H 0.87 -5.73 -5.58
H -0.13 -7.40 -3.70
H -2.34 -6.45 -2.99
H -2.98 -4.34 -4.17
*
```

The calculation puts the frontier orbital gap at 7.79 eV. Its SMILES is C=CC[C@@H]1NC(=O)C[C@@H]1CCCI.c1cc[nH]c1.c1cc[nH]c1.c1cc[nH]c1.c1cc[nH]c1.c1cc[nH]c1.c1cc[nH]c1.c1cc[nH]c1.c1cc[nH]c1.c1cc[nH]c1.c1cc[nH]c1.c1cc[nH]c1. Its HOMO energy is -7.63 eV. Its LUMO energy is 0.16 eV.

Here are the Mulliken charges for atoms 1 to 4, given in e:
1 C -0.716
2 C -0.304
3 C -0.713
4 C 0.488

=====

The following is a quantum chemistry calculation of a cluster of 2 separate species, C13H19N in total, from OMol25.

```
! wB97M-V def2-TZVPD RIJCOSX def2/J DEFGRID3
* xyz 0 1
C 0.16 0.29 -1.38
C -1.01 -0.54 -1.48
C 3.54 -0.04 -1.58
C 2.04 -1.13 1.53
C -3.15 1.30 -0.71
C 2.71 -1.05 -1.07
C 2.30 -0.94 0.27
C -0.16 0.71 -0.05
C -1.38 -0.22 -0.06
C 1.50 2.40 0.59
C -2.60 -2.42 0.67
C 0.00 1.94 0.75
C -1.46 -1.41 0.92
N -2.54 0.57 0.17
H 0.95 0.60 -2.07
H -1.20 -1.33 -2.16
H 3.95 -0.05 -2.54
H 3.76 0.80 -0.95
H 1.41 -0.36 1.96
H 2.29 -1.96 2.15
H -3.95 2.08 -0.33
H -2.97 1.30 -1.83
H 2.55 -1.95 -1.61
H 1.43 3.41 1.03
H 1.90 2.52 -0.42
H 2.23 1.80 1.20
H -2.67 -3.01 -0.25
H -3.56 -1.71 0.58
H -2.74 -3.17 1.48
H -0.77 2.71 0.43
H -0.33 1.72 1.73
H -0.46 -1.86 1.11
H -1.79 -1.00 1.93
*
```

The calculation puts the frontier orbital gap (alpha / beta) at 7.48 / 7.18 eV. The energy above the lowest of the compared OMol25 structures with the same formula, charge and spin comes out at 206.44 kcal/mol. Its HOMO energy (alpha / beta) is -7.37 / -7.22 eV. Its LUMO energy (alpha / beta) is 0.10 / -0.04 eV.

Here are the Mulliken charges for atoms 1 to 4, given in e:
1 C 0.360
2 C -2.327
3 C -0.832
4 C -0.807

=====

The following is a quantum chemistry calculation of a structure of composition C16H21N6S2V, from OMol25.

```
! wB97M-V def2-TZVPD RIJCOSX def2/J DEFGRID3
* xyz 1 4
V -0.04 -1.09 0.98
C 2.94 4.23 1.16
C 3.03 3.35 -0.08
N 3.06 1.92 0.25
C 1.97 1.23 0.61
S 2.24 -0.41 1.20
N 0.80 1.83 0.54
N -0.23 1.02 0.87
C -1.36 1.56 1.22
C -1.58 3.03 1.29
C -2.42 0.61 1.60
C -3.68 1.04 1.99
C -4.63 0.09 2.36
C -4.29 -1.25 2.33
C -3.01 -1.60 1.93
N -2.10 -0.69 1.57
H 2.94 5.28 0.86
H 3.80 4.07 1.81
H 2.03 4.02 1.71
H 3.94 3.56 -0.65
H 2.18 3.52 -0.73
H 3.94 1.50 0.46
H -0.71 3.55 0.89
H -1.73 3.34 2.33
H -2.47 3.32 0.72
H -3.92 2.09 2.02
H -5.61 0.41 2.68
H -5.00 -2.02 2.61
H -2.70 -2.63 1.89
C 2.83 -3.67 -3.13
C 1.65 -3.19 -2.37
C 0.60 -2.50 -2.92
C -0.40 -1.98 -2.08
N -0.44 -2.31 -0.78
C 0.53 -3.10 -0.27
S 0.50 -3.54 1.35
N 1.61 -3.44 -1.04
C -1.46 -1.07 -2.58
H 2.81 -3.31 -4.15
H 2.85 -4.76 -3.15
H 3.76 -3.33 -2.66
H 0.60 -2.27 -3.98
H 2.40 -3.86 -0.56
H -1.21 -0.68 -3.57
H -1.61 -0.25 -1.88
H -2.40 -1.62 -2.65
*
```

The calculation puts the frontier orbital gap (alpha / beta) at 6.89 / 7.20 eV. The expectation value of S² is 3.76. Its HOMO energy (alpha / beta) is -10.42 / -10.77 eV. Its LUMO energy (alpha / beta) is -3.53 / -3.57 eV.

Here are the Mulliken charges for atoms 1 to 4, given in e:
1 V 0.172
2 C -1.051
3 C -0.405
4 N -0.176

=====

The following is a quantum chemistry calculation of a cluster of 6 separate species, C2H14O5 in total, from OMol25.

```
! wB97M-V def2-TZVPD RIJCOSX def2/J DEFGRID3
* xyz 0 1
C -0.61 -0.49 2.92
C -0.06 0.56 2.30
H -1.12 -0.38 3.87
H -0.72 -1.46 2.49
H 0.24 1.41 2.89
H -0.19 0.63 1.23
O 0.87 -1.89 -0.12
H 1.36 -1.07 -0.32
H 0.79 -1.90 0.84
O 1.81 0.46 -0.39
H 1.98 0.71 -1.31
H 1.01 1.02 -0.24
O -0.32 2.14 -0.27
H -0.78 2.94 0.01
H -0.78 1.82 -1.10
O -0.39 0.79 -2.62
H 0.52 0.62 -2.85
H -0.75 -0.09 -2.35
O -0.97 -1.64 -1.90
H -0.38 -1.75 -1.09
H -1.49 -2.44 -1.99
*
```

The calculation puts the frontier orbital gap at 10.18 eV. The energy above the lowest of the compared OMol25 structures with the same formula, charge and spin comes out at 33.71 kcal/mol. Its SMILES is C=C.O.O.O.O.O. Its HOMO energy is -9.61 eV. Its LUMO energy is 0.57 eV.

Here are the Mulliken charges for atoms 1 to 4, given in e:
1 C -0.608
2 C -0.282
3 H 0.235
4 H 0.207

=====

What did the fourth record say?
The following is a quantum chemistry calculation of a cluster of 6 separate species, C2H14O5 in total, from OMol25.

```
! wB97M-V def2-TZVPD RIJCOSX def2/J DEFGRID3
* xyz 0 1
C -0.61 -0.49 2.92
C -0.06 0.56 2.30
H -1.12 -0.38 3.87
H -0.72 -1.46 2.49
H 0.24 1.41 2.89
H -0.19 0.63 1.23
O 0.87 -1.89 -0.12
H 1.36 -1.07 -0.32
H 0.79 -1.90 0.84
O 1.81 0.46 -0.39
H 1.98 0.71 -1.31
H 1.01 1.02 -0.24
O -0.32 2.14 -0.27
H -0.78 2.94 0.01
H -0.78 1.82 -1.10
O -0.39 0.79 -2.62
H 0.52 0.62 -2.85
H -0.75 -0.09 -2.35
O -0.97 -1.64 -1.90
H -0.38 -1.75 -1.09
H -1.49 -2.44 -1.99
*
```

The calculation puts the frontier orbital gap at 10.18 eV. The energy above the lowest of the compared OMol25 structures with the same formula, charge and spin comes out at 33.71 kcal/mol. Its SMILES is C=C.O.O.O.O.O. Its HOMO energy is -9.61 eV. Its LUMO energy is 0.57 eV.

Here are the Mulliken charges for atoms 1 to 4, given in e:
1 C -0.608
2 C -0.282
3 H 0.235
4 H 0.207